(1)
DFT (the ωB97M-V functional and the def2-TZVPD basis) results for C38H40FN6ORhS4 as an isolated structure.

Strongest force on any atom ... 1.34 eV Å⁻¹
LUMO level (alpha / beta) ... 0.14 / -2.78 eV
E_HOMO (alpha / beta) ... -0.243 / -0.242 Ha
E_tot ... -3678.93023 a.u.
Charge ... 0
HOMO-LUMO gap (alpha / beta) ... 0.248 / 0.140 Eh
Multiplicity ... 5

Atoms and positions in Å:
Rh 0.0377 -0.0272 0.0929
N 0.1826 1.3070 3.5780
C -0.3091 2.1391 2.6496
N -0.4841 1.8407 1.3920
C -1.1476 2.8466 0.7107
C -1.4664 3.9255 1.4631
S -0.9297 3.7146 3.0888
C -1.4057 2.6933 -0.7140
C -1.8982 3.6425 -1.5448
S -1.9146 3.0741 -3.1729
C -1.2270 1.5632 -2.6187
N -1.0514 1.5134 -1.3337
N -0.9555 0.5699 -3.4853
H 0.6089 0.4558 3.2382
H 0.5950 1.6768 4.4155
H -1.9905 4.8183 1.1696
H -2.2274 4.6401 -1.3117
H -0.9029 0.7911 -4.4625
H -0.3902 -0.1948 -3.1470
C 2.0304 -1.6884 1.7686
C 1.3189 -2.6169 2.7387
C 1.0816 -3.9959 2.1165
C 0.0597 -2.0075 3.3474
C 0.0314 -1.9760 4.7391
C -1.0467 -1.4668 5.4342
C -2.1213 -0.9689 4.7252
C -2.1595 -0.9680 3.3337
C -3.4806 -0.4770 2.7353
C -4.3503 -1.6502 2.2618
C -3.3902 0.5926 1.6447
C -1.0517 -1.5032 2.6217
N -1.0804 -1.5192 1.2066
C -1.5982 -2.6149 0.5701
C -2.0334 -3.7791 1.2512
C -2.5637 -4.8632 0.5831
C -2.7016 -4.8640 -0.7976
C -2.3035 -3.7409 -1.5059
C -1.7784 -2.6693 -0.8262
F -1.4074 -1.5809 -1.5699
H 2.8626 -2.2004 1.2843
H 2.4194 -0.8128 2.2837
H 1.3458 -1.3373 0.9859
H 2.0078 -2.7758 3.5745
H 0.4984 -3.9343 1.2029
H 0.5564 -4.6410 2.8228
H 2.0356 -4.4696 1.8744
H 0.8776 -2.3670 5.2926
H -1.0492 -1.4614 6.5167
H -2.9702 -0.5741 5.2719
H -4.0189 -0.0157 3.5685
H -3.9807 -2.0702 1.3318
H -5.3725 -1.3041 2.0948
H -4.3691 -2.4377 3.0166
H -2.7071 0.3088 0.8487
H -3.0698 1.5465 2.0673
H -4.3785 0.7375 1.2018
H -1.9512 -3.7938 2.3295
H -2.8806 -5.7317 1.1471
H -3.1187 -5.7138 -1.3191
H -2.4032 -3.6891 -2.5821
C 5.9491 -0.2340 3.0230
O 5.1056 0.5841 2.2060
C 4.0465 1.1544 2.7553
S 3.6091 0.9867 4.3531
S 3.0989 2.1130 1.7662
H 6.6681 -0.6862 2.3475
H 5.3624 -1.0052 3.5226
H 6.4537 0.3736 3.7743
C 2.2423 3.3830 -3.6838
C 1.9003 3.5264 -2.3454
C 1.7883 2.4194 -1.5237
C 2.0080 1.1218 -2.0184
C 2.4004 0.9982 -3.3669
C 2.5072 2.1126 -4.1800
N 1.7668 0.0112 -1.2284
C 2.5473 -1.1244 -1.3938
C 3.9455 -1.0347 -1.5153
C 4.7227 -2.1762 -1.5911
C 4.1378 -3.4367 -1.5668
C 2.7584 -3.5410 -1.4580
C 1.9729 -2.4038 -1.3703
H 2.3035 4.2483 -4.3308
H 1.7214 4.5141 -1.9364
H 1.5448 2.5298 -0.4746
H 2.5847 0.0099 -3.7699
H 2.7946 1.9880 -5.2176
H 4.4051 -0.0542 -1.5006
H 5.8000 -2.0827 -1.6616
H 4.7499 -4.3275 -1.6243
H 2.2877 -4.5167 -1.4415
H 0.8949 -2.4921 -1.2880



(2)
DFT (the ωB97M-V functional and the def2-TZVPD basis) results for C38H41HgNOP as an isolated structure.

Strongest force on any atom ... 0.40 eV Å⁻¹
LUMO level (alpha / beta) ... 4.54 / 4.54 eV
E_HOMO (alpha / beta) ... 0.035 / -0.020 Ha
E_tot ... -2097.35548 a.u.
Charge ... -2
HOMO-LUMO gap (alpha / beta) ... 0.131 / 0.187 Eh
Multiplicity ... 2

Atoms and positions in Å:
Hg 2.3716 0.2757 -1.2555
O 2.6620 -1.1355 -3.7375
C 1.7503 -0.4694 -3.1876
C 0.5229 -0.1591 -3.8608
C 0.3400 -0.7275 -5.1686
C -0.8217 -0.6126 -5.8718
C -1.9191 0.1156 -5.3337
C -1.7512 0.7327 -4.1057
C -0.5779 0.6403 -3.3500
P -0.4064 1.6399 -1.8490
C -1.5970 0.9244 -0.6363
C -1.7408 1.5582 0.5986
C -2.6215 1.0748 1.5532
C -3.3688 -0.0687 1.2886
C -3.2313 -0.7110 0.0684
C -2.3539 -0.2128 -0.8905
C -1.3577 3.1747 -2.2975
C -0.6495 4.1652 -2.9796
C -1.2573 5.3493 -3.3719
C -2.5945 5.5771 -3.0723
C -3.3106 4.6083 -2.3836
C -2.6976 3.4195 -2.0010
H 1.1796 -1.2852 -5.5655
H -0.9102 -1.0778 -6.8501
H -2.8574 0.1991 -5.8696
H -2.5776 1.3188 -3.7157
H -1.1443 2.4399 0.8120
H -2.7061 1.5717 2.5138
H -4.0368 -0.4700 2.0427
H -3.7815 -1.6210 -0.1358
H -2.2362 -0.7257 -1.8362
H 0.3969 3.9929 -3.2090
H -0.6849 6.0988 -3.9067
H -3.0732 6.5024 -3.3721
H -4.3550 4.7735 -2.1424
H -3.2702 2.6714 -1.4650
C -0.7837 -3.6299 -2.8079
C -0.7251 -3.3632 -1.3221
C -1.5638 -4.0555 -0.4323
C -1.4492 -3.7783 0.9226
C -2.3288 -4.5048 1.9155
C -0.5468 -2.8345 1.4017
C 0.2995 -2.0622 0.5332
C 0.1573 -2.4258 -0.8498
N 1.1681 -1.0747 0.8066
C 1.5791 -0.5934 2.1179
C 0.8621 -1.1075 3.3895
C 1.4368 -0.4700 4.6649
C 1.2846 1.0512 4.6135
C 2.0291 1.5815 3.3861
C 3.5158 1.2223 3.4930
C 3.6680 -0.3010 3.5672
C 2.9208 -0.8225 4.7972
C 3.0741 -0.9351 2.3044
C 1.4315 0.9418 2.1304
H -1.5937 -4.3224 -3.0517
H 0.1554 -4.0613 -3.1630
H -0.9312 -2.7075 -3.3763
H -2.2772 -4.7907 -0.7942
H -2.9783 -5.2237 1.4108
H -2.9634 -3.8061 2.4693
H -1.7288 -5.0497 2.6504
H -0.5446 -2.6845 2.4664
H 0.7850 -1.9055 -1.5592
H 0.9842 -2.1898 3.4646
H -0.2072 -0.8865 3.3240
H 0.8920 -0.8621 5.5321
H 1.6826 1.5021 5.5322
H 0.2235 1.3168 4.5459
H 1.9212 2.6709 3.3325
H 3.9512 1.6883 4.3873
H 4.0524 1.6036 2.6197
H 4.7308 -0.5593 3.6428
H 3.3325 -0.3767 5.7124
H 3.0410 -1.9089 4.8749
H 3.1688 -2.0268 2.3427
H 3.6071 -0.5948 1.4196
H 1.9145 1.3379 1.2369
H 0.3670 1.1753 2.0557
C 4.0385 1.4140 -0.3792
H 4.5891 1.8113 -1.2352
H 4.7170 0.7964 0.2117
H 3.7079 2.2528 0.2391



(3)
DFT (the ωB97M-V functional and the def2-TZVPD basis) results for C38H41N8O3RuS as an isolated structure.

Strongest force on any atom ... 3.81 eV Å⁻¹
LUMO level (alpha / beta) ... -0.13 / -0.29 eV
E_HOMO (alpha / beta) ... -0.242 / -0.242 Ha
E_tot ... -2629.48748 a.u.
Charge ... 0
HOMO-LUMO gap (alpha / beta) ... 0.237 / 0.231 Eh
Multiplicity ... 2

Atoms and positions in Å:
Ru 0.2593 -0.4763 -0.1610
C 4.0263 1.0653 1.7034
C 2.7805 1.6182 1.0269
C 2.7370 1.4253 -0.4904
N 1.4120 1.0560 -0.9986
C 0.7337 1.9006 -1.7327
C 0.9986 3.2918 -1.8374
C 0.5171 4.2201 -2.7303
C -0.2044 4.0365 -3.9116
C -0.7031 2.8308 -4.3575
C -0.8139 1.6141 -3.6878
C -0.4190 1.2670 -2.3803
N -0.9106 0.2443 -1.7064
C -1.9383 -0.5836 -2.2949
C -1.3170 -1.7400 -3.0804
C 0.1952 -1.6486 -3.1375
N 0.8226 -1.7508 -1.8261
C 2.1148 -2.0203 -1.8238
C 2.9263 -2.0369 -2.9756
C 4.1494 -2.6622 -3.2080
C 4.8635 -3.5192 -2.3969
C 4.5793 -3.7680 -1.0517
C 3.6876 -3.1416 -0.2118
C 2.6923 -2.1575 -0.4872
N 2.1648 -1.3554 0.3884
C 2.8751 -1.2137 1.6791
C 4.1946 -0.4435 1.5037
H 3.9347 1.2732 2.7744
H 4.9286 1.5820 1.3614
H 2.6614 2.6747 1.2709
H 1.9068 1.1273 1.4506
H 3.4006 0.6093 -0.7826
H 3.0992 2.3214 -0.9931
H 1.6092 3.6815 -1.0352
H 0.8041 5.2446 -2.5128
H -0.3625 4.9036 -4.5405
H -1.1210 2.8371 -5.3594
H -1.3001 0.8205 -4.2426
H -2.5983 0.0151 -2.9234
H -2.5499 -0.9737 -1.4873
H -1.6865 -1.7600 -4.1084
H -1.6047 -2.6898 -2.6244
H 0.5052 -0.7236 -3.6368
H 0.5496 -2.4735 -3.7619
H 2.5324 -1.4615 -3.8044
H 4.5670 -2.4904 -4.1955
H 5.7194 -4.0217 -2.8297
H 5.2056 -4.5118 -0.5690
H 3.7483 -3.4384 0.8270
H 3.0739 -2.1906 2.1200
H 2.2226 -0.7010 2.3730
H 4.5904 -0.6614 0.5100
H 4.9360 -0.8124 2.2175
O 0.0963 2.8351 0.8623
S -0.9475 2.1859 1.5930
O -0.8049 2.1487 3.0363
N -1.2114 0.7249 0.9737
C -2.2022 -0.0570 1.6046
C -3.1100 0.3547 2.5595
C -4.0076 -0.5522 3.1684
C -4.0039 -1.8778 2.8609
C -3.1023 -2.3421 1.8757
C -2.9892 -3.7062 1.5232
C -2.0619 -4.0991 0.6102
C -1.2590 -3.1145 -0.0015
N -1.3668 -1.8399 0.2741
C -2.2402 -1.4341 1.2348
C -2.4244 3.0858 1.2205
C -3.0350 2.8850 -0.0142
C -4.1022 3.6923 -0.3747
C -4.5388 4.6940 0.4846
C -3.9148 4.8908 1.7092
C -2.8497 4.0836 2.0858
H -3.1181 1.3798 2.8924
H -4.6957 -0.1756 3.9153
H -4.6640 -2.5792 3.3561
H -3.6427 -4.4281 2.0011
H -1.9406 -5.1374 0.3335
H -0.5190 -3.3760 -0.7465
H -2.6641 2.1070 -0.6723
H -4.5930 3.5446 -1.3283
H -5.3685 5.3271 0.1959
H -4.2570 5.6763 2.3706
H -2.3495 4.2133 3.0372
N -0.2802 -0.5307 4.3120
C -0.1709 -1.6551 3.5571
N -0.4853 -2.8394 4.1780
O 0.2582 -1.6402 2.4077
H -0.7705 -0.5567 5.1883
H -0.2543 0.3658 3.8375
H -1.0684 -2.8484 4.9958
H -0.5366 -3.6383 3.5707



(4)
DFT (the ωB97M-V functional and the def2-TZVPD basis) results for C38H42AsNOSi2Zn as an isolated structure.

Strongest force on any atom ... 0.38 eV Å⁻¹
LUMO level ... 0.26 eV
E_HOMO ... -0.277 Ha
E_tot ... -6197.33437 a.u.
Charge ... 0
HOMO-LUMO gap ... 0.287 Eh

Atoms and positions in Å:
Zn -0.4028 -0.2783 0.0770
C 0.6455 2.8159 2.4384
Si -0.3543 1.3446 3.0503
C -0.0698 1.3394 4.9153
C -2.1766 1.7260 2.7944
C 0.1166 -0.1654 2.0940
C 1.5548 -0.2954 1.7322
C 2.6590 -0.1861 2.5938
C 3.9283 -0.4541 2.1182
C 4.1048 -0.8169 0.7846
C 2.9888 -0.8600 -0.0257
N 1.7599 -0.6001 0.4264
Si -0.4594 -1.8227 2.7611
C -2.3268 -1.9392 2.6574
C 0.3600 -3.1958 1.7778
C 0.0337 -2.1270 4.5544
H 0.2518 3.7531 2.8459
H 0.5902 2.8739 1.3508
H 1.6994 2.7344 2.7306
H -0.2774 2.3383 5.3159
H 0.9633 1.0852 5.1791
H -0.7250 0.6334 5.4334
H -2.3909 2.7697 3.0489
H -2.8050 1.0916 3.4291
H -2.4743 1.5584 1.7543
H 2.4948 0.0698 3.6347
H 4.7837 -0.3948 2.7816
H 5.0836 -1.0465 0.3851
H 3.0672 -1.1105 -1.0788
H -2.6809 -1.6536 1.6620
H -2.7940 -1.2746 3.3941
H -2.6717 -2.9590 2.8596
H 0.1714 -3.0833 0.7049
H -0.0125 -4.1771 2.0895
H 1.4458 -3.1823 1.9332
H -0.4875 -1.4508 5.2369
H 1.1115 -1.9892 4.7023
H -0.2155 -3.1532 4.8475
C -1.3465 -1.5805 -1.0262
C -1.8857 -2.5787 -1.4657
C -2.5138 -3.7694 -1.9722
C -2.1127 -5.0240 -1.4984
C -2.7179 -6.1814 -1.9647
C -3.7338 -6.1084 -2.9100
C -4.1368 -4.8687 -3.3876
C -3.5332 -3.7083 -2.9251
H -1.3234 -5.0742 -0.7588
H -2.3952 -7.1440 -1.5880
H -4.2093 -7.0129 -3.2697
H -4.9283 -4.8046 -4.1248
H -3.8479 -2.7410 -3.2957
O -0.4086 1.5819 -0.8004
As 0.1988 2.8199 -1.7057
C -0.1230 4.4952 -0.8382
C -1.3710 4.6505 -0.2392
C -1.6468 5.8068 0.4726
C -0.6776 6.7979 0.5853
C 0.5639 6.6389 -0.0147
C 0.8471 5.4827 -0.7289
C -0.7545 2.8221 -3.3665
C -0.9825 1.5858 -3.9684
C -1.7268 1.5239 -5.1361
C -2.2488 2.6885 -5.6875
C -2.0317 3.9160 -5.0763
C -1.2813 3.9870 -3.9105
C 2.0748 2.6687 -2.0765
C 2.9892 2.8264 -1.0367
C 4.3424 2.6608 -1.2872
C 4.7774 2.3221 -2.5625
C 3.8633 2.1571 -3.5940
C 2.5076 2.3329 -3.3546
H -2.1048 3.8568 -0.3139
H -2.6115 5.9314 0.9482
H -0.8908 7.6983 1.1487
H 1.3157 7.4120 0.0786
H 1.8169 5.3505 -1.1926
H -0.6068 0.6808 -3.5065
H -1.9118 0.5674 -5.6076
H -2.8360 2.6377 -6.5964
H -2.4542 4.8166 -5.5023
H -1.1065 4.9410 -3.4302
H 2.6498 3.0756 -0.0395
H 5.0554 2.7803 -0.4820
H 5.8339 2.1770 -2.7528
H 4.2070 1.8991 -4.5875
H 1.7923 2.2190 -4.1590



(5)
DFT (the ωB97M-V functional and the def2-TZVPD basis) results for C38H42BIrN7O5S as an isolated structure.

Strongest force on any atom ... 1.14 eV Å⁻¹
LUMO level (alpha / beta) ... 2.19 / 1.31 eV
E_HOMO (alpha / beta) ... -0.071 / -0.170 Ha
E_tot ... -2760.22924 a.u.
Charge ... -1
HOMO-LUMO gap (alpha / beta) ... 0.151 / 0.218 Eh
Multiplicity ... 5

Atoms and positions in Å:
Ir 0.0116 -0.0289 0.0483
S 5.8156 0.5488 4.9377
N 4.2140 0.4716 5.1975
C 3.6355 0.3754 4.0187
C 2.2015 0.2874 3.7789
C 1.2754 0.3201 4.7845
C -0.0891 0.2490 4.4664
C -0.4540 0.1333 3.1435
N 0.4093 0.0802 2.1292
C 1.7703 0.1762 2.4251
C 2.6780 0.1736 1.3735
N 2.1650 0.0957 0.0977
C 2.9886 0.1349 -0.9436
C 4.3632 0.2278 -0.8224
C 4.9138 0.2948 0.4667
C 4.0901 0.2767 1.5604
C 4.5646 0.3692 2.9327
N 5.8207 0.4623 3.3153
H 1.6127 0.4112 5.8094
H -0.8545 0.2814 5.2274
H -1.4998 0.0849 2.8717
H 2.5112 0.0915 -1.9136
H 4.9812 0.2509 -1.7074
H 5.9834 0.3739 0.6163
C -1.1655 5.0781 -1.5223
N -1.1004 4.0505 -0.5091
C -0.2047 4.2812 0.5991
C 0.3086 2.9024 0.9657
O 1.0710 2.7242 1.9077
N -0.1523 2.0271 0.0314
C -0.9353 2.7166 -0.9043
N -1.6202 2.2669 -2.0314
H -1.3115 6.0391 -1.0283
H -2.0037 4.9123 -2.1956
H -0.2439 5.1295 -2.1269
H -0.7010 4.7355 1.4598
H 0.6519 4.9147 0.3103
H -1.5611 1.2701 -2.1756
H -2.5983 2.5585 -2.0119
O -0.0229 0.0283 -1.7243
C -8.7093 -1.4382 -0.6664
C -7.9147 -0.2629 -1.2524
C -7.7583 -0.4970 -2.7546
C -8.7084 1.0352 -1.0512
C -6.5627 -0.1533 -0.5410
C -6.5378 0.0591 0.8396
C -5.3573 0.1667 1.5682
C -4.1839 0.0543 0.8603
O -2.8848 0.1165 1.2944
B -2.0770 -0.0595 0.1680
O -2.8983 -0.2256 -0.9508
C -4.1901 -0.1546 -0.5083
C -5.3557 -0.2623 -1.2333
H -9.6760 -1.5280 -1.1683
H -8.8944 -1.3045 0.3996
H -8.1644 -2.3746 -0.7976
H -8.7465 -0.5681 -3.2135
H -7.2244 -1.4253 -2.9642
H -7.2238 0.3234 -3.2367
H -9.6751 0.9689 -1.5566
H -8.1630 1.8873 -1.4609
H -8.8934 1.2320 0.0051
H -7.4741 0.1434 1.3773
H -5.3589 0.3303 2.6373
H -5.3067 -0.4290 -2.2992
C 1.2149 -2.6753 -2.8327
C -0.1256 -3.3871 -2.6576
C -1.3321 -2.4840 -2.9391
C -0.2316 -4.0991 -1.3275
C -0.4433 -5.4691 -1.3775
C -0.5757 -6.2441 -0.2337
C -0.4735 -5.5854 0.9801
C -0.2446 -4.2174 1.0768
C -0.1691 -3.6401 2.4705
C -1.3482 -2.7059 2.7355
C 1.2044 -3.0357 2.7608
C -0.1282 -3.4280 -0.0830
O 0.0593 -2.1302 -0.0671
H 1.3478 -2.3561 -3.8708
H 2.0388 -3.3423 -2.5710
H 1.2699 -1.7974 -2.1982
H -0.1517 -4.1737 -3.4203
H -1.3674 -1.6483 -2.2488
H -2.2599 -3.0515 -2.8350
H -1.2891 -2.0823 -3.9558
H -0.5165 -5.9388 -2.3544
H -0.7504 -7.3105 -0.2871
H -0.5681 -6.1491 1.9036
H -0.2767 -4.4768 3.1695
H -1.3055 -1.8365 2.0823
H -1.3599 -2.3604 3.7731
H -2.2855 -3.2288 2.5339
H 1.3662 -2.1353 2.1801
H 1.9874 -3.7474 2.4924
H 1.3136 -2.7881 3.8204